{
  "formula": "C4H12N2O2",
  "method": "wB97M-V/def2-TZVPD",
  "species": ["O", "O", "N", "N", "C", "C", "C", "C", "H", "H", "H", "H", "H", "H", "H", "H", "H", "H", "H", "H"],
  "xyz": [[-2.28, -0.23, -0.64], [-1.93, -2.32, 0.01], [-1.96, -0.67, 1.57], [-2.44, 1.20, -0.03], [2.37, 1.22, -0.59], [-1.97, -1.15, 0.29], [1.62, -1.17, -0.25], [1.18, 0.29, -0.34], [0.68, 0.58, 0.59], [-1.80, 0.31, 1.78], [3.09, 1.14, 0.22], [2.87, 0.97, -1.52], [-3.41, 1.45, -0.22], [2.12, -1.47, -1.17], [-1.83, 1.67, -0.69], [0.76, -1.83, -0.11], [-1.88, -1.33, 2.33], [2.04, 2.26, -0.65], [0.47, 0.40, -1.16], [2.31, -1.31, 0.58]],
  "lumo_ha": 0.0244,
  "charge": 0,
  "smiles": "NOC(N)=O.CCC",
  "max_force_ha_per_bohr": 0.051,
  "e_above_lowest_kj_mol": 237.10,
  "multiplicity": 1
}

{
  "formula": "C42H36N2O2P2SiSr",
  "method": "wB97M-V/def2-TZVPD",
  "species": ["Sr", "P", "P", "Si", "O", "O", "N", "N", "C", "C", "C", "C", "C", "C", "C", "C", "C", "C", "C", "C", "C", "C", "C", "C", "C", "C", "C", "C", "C", "C", "C", "C", "C", "C", "C", "C", "C", "C", "C", "C", "C", "C", "C", "C", "C", "C", "C", "C", "C", "C", "H", "H", "H", "H", "H", "H", "H", "H", "H", "H", "H", "H", "H", "H", "H", "H", "H", "H", "H", "H", "H", "H", "H", "H", "H", "H", "H", "H", "H", "H", "H", "H", "H", "H", "H", "H"],
  "xyz": [[-0.13, -0.81, -1.92], [1.97, 0.09, 0.40], [-4.18, 0.82, -0.10], [-0.68, 1.95, -1.01], [1.53, -2.30, -2.13], [-2.55, -3.82, -0.89], [-0.86, -5.31, -1.02], [-0.50, -3.03, -1.51], [4.14, -1.56, -0.23], [2.39, 4.67, -0.06], [-1.37, -4.01, -1.14], [2.67, -0.04, 4.96], [1.45, 0.29, 4.40], [-1.58, -1.72, 1.90], [-4.31, 3.37, 0.70], [1.24, 4.05, -0.51], [3.54, -0.32, -0.46], [-3.31, -1.66, -3.23], [-0.91, 3.12, -2.54], [-2.01, 2.77, 0.17], [5.29, -1.92, -0.91], [3.74, -0.38, 4.14], [-2.28, -1.09, 0.88], [-1.65, 3.91, 0.90], [-3.20, -0.09, 1.16], [0.80, -3.27, -1.80], [-1.81, -1.36, 3.22], [-2.75, -0.39, 3.51], [2.37, -0.04, 2.19], [-3.60, -1.17, -1.96], [5.85, -1.06, -1.84], [2.01, 1.93, 0.28], [-3.45, 0.24, 2.49], [5.24, 0.15, -2.11], [-1.79, -6.34, -0.58], [3.16, 2.57, 0.78], [3.59, -0.38, 2.76], [-3.00, 0.59, -4.01], [-3.38, 2.46, 0.16], [1.30, 0.29, 3.02], [3.35, 3.92, 0.61], [-3.28, 1.08, -2.75], [4.08, 0.52, -1.43], [-3.92, 4.54, 1.32], [-2.57, 4.78, 1.48], [0.99, 2.68, -0.34], [0.44, -5.58, -1.32], [-3.55, 0.20, -1.70], [1.29, -4.62, -1.73], [-3.00, -0.78, -4.26], [-4.18, 1.00, 2.73], [3.68, -2.25, 0.47], [2.32, -4.83, -1.98], [-2.95, -0.13, 4.55], [-2.17, -1.42, -0.14], [5.65, 0.82, -2.86], [-4.66, 5.23, 1.70], [0.74, -6.62, -1.23], [2.53, 5.73, -0.22], [0.34, 0.54, 2.58], [-3.86, -1.88, -1.18], [-2.22, 5.64, 2.02], [-1.27, -1.86, 4.02], [-2.79, -1.15, -5.25], [-1.58, 2.68, -3.28], [-2.78, 1.28, -4.83], [0.61, 0.55, 5.03], [-2.17, -6.10, 0.41], [3.61, 1.47, -1.66], [4.69, -0.65, 4.58], [-1.28, -7.30, -0.56], [0.49, 4.66, -1.00], [-0.87, -2.50, 1.65], [0.05, 3.29, -3.02], [-2.64, -6.40, -1.27], [-3.36, -2.72, -3.41], [5.75, -2.88, -0.71], [6.76, -1.33, -2.36], [3.91, 1.98, 1.29], [-5.37, 3.13, 0.63], [-1.33, 4.09, -2.26], [-0.60, 4.13, 1.05], [2.80, -0.04, 6.04], [4.25, 4.40, 0.99], [-3.32, 2.15, -2.57], [4.43, -0.64, 2.13]],
  "lumo_ha": 0.0030,
  "charge": 0,
  "max_force_ha_per_bohr": 0.052,
  "e_above_lowest_kj_mol": 58.84,
  "multiplicity": 1
}

{
  "formula": "C6H8BN2O3",
  "method": "wB97M-V/def2-TZVPD",
  "species": ["O", "O", "O", "N", "N", "C", "C", "C", "C", "C", "C", "B", "H", "H", "H", "H", "H", "H", "H", "H"],
  "xyz": [[0.48, 0.47, -2.81], [-1.44, 0.55, -1.66], [-2.79, 2.42, -1.18], [1.83, -1.57, 1.43], [-1.45, 1.40, 0.65], [-0.13, 0.29, -1.80], [1.72, 0.20, -0.10], [0.56, -0.36, -0.63], [0.06, -1.55, -0.10], [2.34, -0.43, 0.94], [0.72, -2.15, 0.94], [-1.94, 1.47, -0.72], [0.39, -3.06, 1.40], [-0.83, -2.01, -0.51], [2.13, 1.12, -0.50], [-1.98, 0.78, 1.25], [3.24, -0.05, 1.39], [2.30, -2.02, 2.21], [-3.72, 2.18, -1.25], [-1.49, 2.32, 1.08]],
  "lumo_ha": -0.1801,
  "charge": 1,
  "smiles": "NB(O)OC(=O)c1cc[nH+]cc1",
  "max_force_ha_per_bohr": 0.009,
  "e_above_lowest_kj_mol": 0.00,
  "multiplicity": 1
}

{
  "formula": "H22K2O15S",
  "method": "wB97M-V/def2-TZVPD",
  "species": ["K", "K", "S", "O", "O", "O", "O", "O", "O", "O", "O", "O", "O", "O", "O", "O", "O", "O", "H", "H", "H", "H", "H", "H", "H", "H", "H", "H", "H", "H", "H", "H", "H", "H", "H", "H", "H", "H", "H", "H"],
  "xyz": [[0.06, -3.52, 1.43], [1.63, 2.88, -0.42], [0.03, -0.18, -0.12], [1.33, 1.53, 2.40], [-0.60, 0.62, -1.20], [3.15, -1.11, 2.01], [2.45, -2.88, -0.02], [-3.15, -0.10, 1.18], [-0.40, -0.08, -3.88], [-3.32, 0.49, -1.98], [1.35, 0.32, 0.11], [-0.72, 0.17, 1.08], [0.36, -2.57, -2.62], [3.95, 0.31, -0.94], [0.07, -1.62, -0.34], [-1.51, 2.96, -0.67], [-1.63, 2.95, 2.10], [-1.01, 0.24, 3.62], [1.59, 1.00, 1.65], [3.84, 0.81, -1.75], [-1.91, 0.47, 3.86], [-0.38, 0.45, -3.08], [0.44, 1.24, 2.61], [-2.40, 0.51, -1.71], [1.64, -2.59, -0.45], [-1.08, -0.14, 2.74], [2.84, -3.51, -0.63], [-2.25, 0.22, 1.16], [-0.04, -0.93, -3.62], [-0.46, -2.94, -2.95], [3.11, 0.40, -0.49], [-1.24, 2.09, -0.96], [-3.46, -0.40, -2.31], [-1.77, 3.41, -1.48], [-3.14, -0.90, 0.66], [-1.31, 2.05, 2.02], [-1.59, 3.30, 1.21], [3.09, -1.45, 1.12], [2.30, -1.29, 2.40], [0.14, -2.22, -1.76]],
  "lumo_ha": [-0.1380, -0.3588],
  "charge": 1,
  "max_force_ha_per_bohr": 0.054,
  "multiplicity": 2
}

{
  "formula": "C26H71BeN6O10",
  "method": "wB97M-V/def2-TZVPD",
  "species": ["O", "O", "O", "O", "O", "O", "O", "O", "O", "O", "N", "N", "N", "N", "N", "N", "C", "C", "C", "C", "C", "C", "C", "C", "C", "C", "C", "C", "C", "C", "C", "C", "C", "C", "C", "C", "C", "C", "C", "C", "C", "C", "Be", "H", "H", "H", "H", "H", "H", "H", "H", "H", "H", "H", "H", "H", "H", "H", "H", "H", "H", "H", "H", "H", "H", "H", "H", "H", "H", "H", "H", "H", "H", "H", "H", "H", "H", "H", "H", "H", "H", "H", "H", "H", "H", "H", "H", "H", "H", "H", "H", "H", "H", "H", "H", "H", "H", "H", "H", "H", "H", "H", "H", "H", "H", "H", "H", "H", "H", "H", "H", "H", "H", "H"],
  "xyz": [[2.10, 1.22, -2.34], [3.91, 0.15, -1.42], [4.18, 6.10, -8.69], [1.82, -0.61, -1.27], [5.94, -4.63, 1.18], [7.18, 0.82, 5.83], [-4.67, -7.17, 7.58], [-4.78, 3.47, -5.38], [-3.76, 0.70, 6.49], [-3.31, -2.61, -4.83], [-4.47, -3.35, -2.28], [4.92, 6.52, -5.83], [-4.33, -5.26, 5.50], [-3.26, 1.37, 3.92], [-6.83, 2.56, -3.49], [9.03, 1.11, 2.61], [-3.13, -2.39, -6.27], [10.00, 1.15, 4.91], [-4.40, -5.69, -2.82], [7.50, 1.34, 4.54], [-3.83, 4.29, -5.97], [5.90, 6.35, -6.92], [4.37, 7.29, -9.40], [-1.40, 2.85, 4.44], [-4.70, -7.54, 8.98], [7.12, 5.70, -6.21], [-6.12, 3.90, -5.55], [-4.10, -3.83, -4.62], [-2.85, 1.88, 6.27], [-8.47, 3.09, -5.27], [-2.00, -5.76, 5.29], [6.58, -0.47, 5.68], [-3.37, -6.39, 5.68], [-2.21, 1.63, 4.86], [-7.01, 2.80, -4.93], [-3.92, -4.29, -3.18], [5.33, 5.53, -8.09], [7.08, -5.01, 0.46], [2.62, 0.27, -1.79], [8.82, 0.73, 4.01], [-4.06, 0.52, 7.87], [-3.37, -6.87, 7.13], [-2.76, 1.02, -1.99], [-4.17, -4.51, 6.16], [-5.15, -3.68, -4.88], [6.45, -0.86, 6.69], [-4.15, -6.82, 9.59], [4.67, 8.11, -8.75], [-2.84, -6.19, 7.80], [4.06, 6.82, -6.26], [-3.63, -7.21, 5.01], [-6.35, 4.89, -5.15], [-3.91, 2.14, 3.99], [7.07, -4.62, -0.56], [7.45, 6.33, -5.38], [8.73, -0.35, 4.03], [-1.71, -5.05, 6.06], [6.87, 4.69, -5.89], [7.23, -6.08, 0.36], [-3.22, 0.18, 8.47], [-2.83, 3.95, -5.70], [3.85, -0.57, -0.79], [4.95, 4.54, -7.81], [-4.29, -8.55, 9.04], [-4.26, -6.40, -3.64], [-1.98, 1.82, 6.93], [-6.74, 1.84, -5.37], [7.99, -4.69, 0.97], [-3.88, 4.21, -7.06], [6.13, 7.32, -7.35], [-8.73, 2.92, -6.31], [-3.41, 2.80, 6.46], [-4.11, -2.24, -6.73], [8.24, 0.92, 2.02], [7.55, 2.43, 4.55], [-9.18, 2.53, -4.66], [6.68, 1.15, 3.84], [-3.95, 5.34, -5.68], [-6.99, 3.42, -2.98], [-3.74, 0.62, 4.40], [-3.91, -6.17, -1.97], [-4.31, -3.67, -1.34], [-0.86, 2.70, 3.51], [-5.48, -3.42, -2.33], [10.40, 2.14, 4.68], [-2.13, 3.64, 4.26], [-3.71, -4.61, -5.28], [5.59, -0.47, 5.21], [-1.27, -6.57, 5.22], [-6.33, 4.03, -6.61], [10.72, 0.35, 4.73], [-4.92, -0.14, 7.95], [8.94, 2.12, 2.68], [-1.64, 0.71, 4.92], [9.73, 1.05, 5.96], [-8.77, 4.10, -4.99], [4.78, 5.66, -5.31], [-1.95, -5.19, 4.37], [8.03, 5.63, -6.81], [-4.38, 1.43, 8.38], [-2.64, -1.43, -6.39], [-2.66, -3.24, -6.77], [7.10, -1.25, 5.13], [6.15, 5.38, -8.80], [-5.25, -5.57, 5.77], [-2.89, -4.23, -2.84], [-5.76, -7.66, 9.20], [5.25, -5.21, 0.87], [-2.84, -7.82, 7.23], [5.18, 7.23, -10.12], [-5.46, -5.72, -2.55], [3.50, 7.54, -10.01], [-7.57, 1.94, -3.21], [-0.64, 3.06, 5.19]],
  "lumo_ha": -0.3328,
  "charge": 1,
  "max_force_ha_per_bohr": 0.063,
  "e_above_lowest_kj_mol": 0.00,
  "multiplicity": 1
}

{
  "formula": "CH5N2Si",
  "method": "wB97M-V/def2-TZVPD",
  "species": ["Si", "N", "N", "C", "H", "H", "H", "H", "H"],
  "xyz": [[-0.32, 0.83, 0.13], [0.11, -0.15, 1.78], [0.53, -0.61, 2.68], [0.31, -0.46, -1.07], [-1.86, 0.85, 0.10], [1.00, -1.31, -0.87], [0.50, 1.92, 0.39], [-0.72, -1.02, -1.16], [0.46, -0.05, -2.00]],
  "lumo_ha": -0.1942,
  "charge": 1,
  "smiles": "C[SiH2][N+]#N",
  "max_force_ha_per_bohr": 0.085,
  "e_above_lowest_kj_mol": 5.62,
  "multiplicity": 1
}

{
  "formula": "C4H11N3O2",
  "method": "wB97M-V/def2-TZVPD",
  "species": ["O", "O", "N", "N", "N", "C", "C", "C", "C", "H", "H", "H", "H", "H", "H", "H", "H", "H", "H", "H"],
  "xyz": [[1.03, 3.19, 2.09], [-0.26, 2.44, 3.73], [-0.05, -1.74, -1.20], [-0.79, 0.44, -1.78], [-2.28, -1.30, -1.17], [0.29, 0.91, 1.95], [0.25, 2.21, 2.68], [-1.00, -0.74, -1.44], [1.36, -1.57, -1.42], [-2.97, -0.60, -0.94], [1.90, -1.57, -0.47], [-0.65, 0.38, 1.97], [1.51, -0.57, -1.84], [0.09, 0.89, -1.97], [-2.59, -1.82, -1.98], [0.99, 0.21, 2.40], [1.28, 2.88, 1.21], [0.50, 1.01, 0.88], [-0.41, -2.43, -0.57], [1.82, -2.23, -2.14]],
  "lumo_ha": 0.0171,
  "charge": 0,
  "smiles": "[H]/N=C(/N)NC.CC(=O)O",
  "max_force_ha_per_bohr": 0.049,
  "e_above_lowest_kj_mol": 116.93,
  "multiplicity": 1
}

{
  "formula": "C3H9N2",
  "method": "wB97M-V/def2-TZVPD",
  "species": ["N", "N", "C", "C", "C", "H", "H", "H", "H", "H", "H", "H", "H", "H"],
  "xyz": [[-1.34, 1.71, 0.07], [0.56, 0.42, -0.41], [1.37, -0.70, -0.06], [0.88, -1.89, 0.36], [-0.83, 0.38, 0.10], [0.90, 1.30, -0.06], [-0.74, -0.03, 1.10], [-1.74, 2.01, -0.80], [2.42, -0.42, -0.06], [1.60, -2.63, 0.65], [-2.03, 1.84, 0.80], [-0.16, -2.19, 0.36], [-1.36, -0.36, -0.51], [0.46, 0.56, -1.54]],
  "lumo_ha": [0.0331, 0.0272],
  "charge": 0,
  "max_force_ha_per_bohr": 0.031,
  "e_above_lowest_kj_mol": 224.03,
  "multiplicity": 2
}